Entry from OMol25: a 7-piece molecular cluster, C63H133N7O7 overall (ωB97M-V/def2-TZVPD).

Last columns: bonded neighbours and bond lengths (Å).
Element x y z (Å)
1 C 4.69 -0.59 -5.19  C2 1.545, H12 1.088, H13 1.095, H14 1.090
2 C 4.09 0.40 -4.17  C1 1.545, C3 1.526, N7 1.460, C11 1.536
3 C 4.12 -0.20 -2.76  C2 1.526, C4 1.519, H15 1.092, H16 1.100
4 C 5.46 -0.17 -2.05  C3 1.519, C5 1.557, H17 1.087, H18 1.090
5 C 5.95 1.30 -2.03  C4 1.557, C6 1.542, H19 1.100, H20 1.093
6 C 6.04 1.92 -3.44  C5 1.542, N7 1.456, C9 1.524, C10 1.538
7 N 4.78 1.68 -4.13  C2 1.460, C6 1.456, O8 1.412
8 O 4.70 2.45 -5.32  N7 1.412, H30 0.963
9 C 6.24 3.43 -3.28  C6 1.524, H21 1.092, H22 1.092, H23 1.092
10 C 7.25 1.29 -4.14  C6 1.538, H24 1.089, H25 1.096, H26 1.098
11 C 2.63 0.64 -4.58  C2 1.536, H27 1.088, H28 1.096, H29 1.090
12 H 5.67 -0.96 -4.88  C1 1.088
13 H 4.84 -0.08 -6.14  C1 1.095
14 H 3.93 -1.34 -5.42  C1 1.090
15 H 3.26 0.14 -2.19  C3 1.092
16 H 3.92 -1.27 -2.89  C3 1.100
17 H 6.20 -0.81 -2.52  C4 1.087
18 H 5.33 -0.49 -1.01  C4 1.090
19 H 6.95 1.26 -1.57  C5 1.100
20 H 5.45 1.88 -1.25  C5 1.093
21 H 6.84 3.73 -2.42  C9 1.092
22 H 6.73 3.85 -4.16  C9 1.092
23 H 5.28 3.94 -3.16  C9 1.092
24 H 7.45 0.26 -3.85  C10 1.089
25 H 7.16 1.39 -5.23  C10 1.096
26 H 8.22 1.79 -4.04  C10 1.098
27 H 2.52 1.10 -5.56  C11 1.088
28 H 2.22 1.33 -3.83  C11 1.096
29 H 2.08 -0.29 -4.52  C11 1.090
30 H 3.88 2.93 -5.21  O8 0.963
31 C 1.36 -8.49 3.96  C32 1.523, H42 1.091, H43 1.095, H44 1.092
32 C 0.22 -7.90 3.14  C31 1.523, C33 1.537, N37 1.471, C41 1.524
33 C 0.69 -7.74 1.68  C32 1.537, C34 1.522, H45 1.091, H46 1.091
34 C -0.49 -7.44 0.76  C33 1.522, C35 1.510, H47 1.092, H48 1.098
35 C -1.50 -8.57 0.81  C34 1.510, C36 1.547, H49 1.096, H50 1.094
36 C -1.96 -9.00 2.22  C35 1.547, N37 1.450, C39 1.551, C40 1.525
37 N -0.89 -8.87 3.18  C32 1.471, C36 1.450, O38 1.398
38 O -1.23 -9.31 4.46  N37 1.398, H60 0.972
39 C -3.18 -8.12 2.61  C36 1.551, H51 1.093, H52 1.094, H53 1.088
40 C -2.41 -10.45 2.11  C36 1.525, H54 1.094, H55 1.094, H56 1.088
41 C -0.19 -6.58 3.78  C32 1.524, H57 1.096, H58 1.093, H59 1.091
42 H 1.10 -8.57 5.02  C31 1.091
43 H 2.25 -7.86 3.89  C31 1.095
44 H 1.69 -9.49 3.68  C31 1.092
45 H 1.39 -6.91 1.64  C33 1.091
46 H 1.16 -8.68 1.41  C33 1.091
47 H -0.19 -7.25 -0.27  C34 1.092
48 H -1.02 -6.53 1.07  C34 1.098
49 H -1.08 -9.43 0.27  C35 1.096
50 H -2.35 -8.27 0.19  C35 1.094
51 H -3.56 -8.47 3.58  C39 1.093
52 H -2.90 -7.08 2.78  C39 1.094
53 H -3.97 -8.14 1.86  C39 1.088
54 H -2.80 -10.83 3.06  C40 1.094
55 H -3.28 -10.59 1.46  C40 1.094
56 H -1.57 -11.07 1.77  C40 1.088
57 H -0.57 -5.85 3.06  C41 1.096
58 H 0.64 -6.04 4.26  C41 1.093
59 H -0.97 -6.70 4.53  C41 1.091
60 H -1.86 -8.65 4.81  O38 0.972
61 C -5.25 -2.28 1.53  C62 1.534, H72 1.093, H73 1.094, H74 1.094
62 C -5.97 -2.32 0.17  C61 1.534, C63 1.531, N67 1.488, C71 1.532
63 C -5.83 -0.93 -0.44  C62 1.531, C64 1.528, H75 1.092, H76 1.094
64 C -6.00 -0.87 -1.96  C63 1.528, C65 1.529, H77 1.095, H78 1.091
65 C -5.11 -1.91 -2.63  C64 1.529, C66 1.531, H79 1.091, H80 1.093
66 C -5.33 -3.33 -2.09  C65 1.531, N67 1.462, C69 1.534, C70 1.545
67 N -5.15 -3.27 -0.64  C62 1.488, C66 1.462, O68 1.427
68 O -5.25 -4.59 -0.09  N67 1.427, H90 0.963
69 C -6.66 -3.94 -2.54  C66 1.534, H81 1.095, H82 1.092, H83 1.092
70 C -4.24 -4.18 -2.78  C66 1.545, H84 1.085, H85 1.094, H86 1.093
71 C -7.43 -2.66 0.44  C62 1.532, H87 1.086, H88 1.095, H89 1.091
72 H -4.19 -2.02 1.49  C61 1.093
73 H -5.32 -3.24 2.05  C61 1.094
74 H -5.72 -1.57 2.22  C61 1.094
75 H -6.60 -0.26 -0.06  C63 1.092
76 H -4.82 -0.57 -0.19  C63 1.094
77 H -5.65 0.14 -2.21  C64 1.095
78 H -7.06 -0.90 -2.21  C64 1.091
79 H -4.05 -1.68 -2.51  C65 1.091
80 H -5.37 -1.83 -3.69  C65 1.093
81 H -7.53 -3.27 -2.48  C69 1.095
82 H -6.71 -4.26 -3.58  C69 1.092
83 H -6.89 -4.83 -1.94  C69 1.092
84 H -4.52 -4.24 -3.83  C70 1.085
85 H -3.24 -3.76 -2.64  C70 1.094
86 H -4.14 -5.19 -2.38  C70 1.093
87 H -7.98 -1.85 0.90  C71 1.086
88 H -7.47 -3.53 1.11  C71 1.095
89 H -7.96 -3.05 -0.44  C71 1.091
90 H -4.48 -4.62 0.48  O68 0.963
91 C 0.51 2.84 6.91  C92 1.539, H102 1.092, H103 1.095, H104 1.085
92 C 2.03 3.08 6.88  C91 1.539, C93 1.546, N97 1.452, C101 1.550
93 C 2.68 2.74 8.24  C92 1.546, C94 1.513, H105 1.089, H106 1.095
94 C 2.66 1.25 8.47  C93 1.513, C95 1.531, H107 1.096, H108 1.098
95 C 3.49 0.58 7.37  C94 1.531, C96 1.530, H109 1.093, H110 1.094
96 C 3.00 0.87 5.95  C95 1.530, N97 1.481, C99 1.523, C100 1.531
97 N 2.76 2.33 5.87  C92 1.452, C96 1.481, O98 1.428
98 O 2.47 2.72 4.53  N97 1.428, H120 0.964
99 C 4.09 0.53 4.94  C96 1.523, H111 1.096, H112 1.090, H113 1.088
100 C 1.71 0.10 5.67  C96 1.531, H114 1.088, H115 1.090, H116 1.096
101 C 2.30 4.59 6.66  C92 1.550, H117 1.095, H118 1.094, H119 1.086
102 H 0.07 2.90 5.91  C91 1.092
103 H 0.00 3.66 7.42  C91 1.095
104 H 0.25 1.91 7.41  C91 1.085
105 H 3.68 3.17 8.27  C93 1.089
106 H 2.06 3.28 8.96  C93 1.095
107 H 1.67 0.80 8.62  C94 1.096
108 H 3.06 0.92 9.44  C94 1.098
109 H 3.51 -0.49 7.61  C95 1.093
110 H 4.52 0.94 7.45  C95 1.094
111 H 4.45 -0.48 5.17  C99 1.096
112 H 3.73 0.43 3.92  C99 1.090
113 H 4.92 1.23 5.03  C99 1.088
114 H 0.93 0.22 6.41  C100 1.088
115 H 1.27 0.33 4.69  C100 1.090
116 H 1.91 -0.98 5.66  C100 1.096
117 H 1.71 4.91 5.79  C101 1.095
118 H 3.33 4.77 6.34  C101 1.094
119 H 2.08 5.20 7.53  C101 1.086
120 H 2.96 3.54 4.48  O98 0.964
121 C 1.18 7.09 0.39  C122 1.542, H132 1.097, H133 1.086, H134 1.088
122 C 0.89 5.59 0.59  C121 1.542, C123 1.538, N127 1.489, C131 1.540
123 C 0.44 4.93 -0.73  C122 1.538, C124 1.516, H135 1.095, H136 1.099
124 C 1.59 4.53 -1.63  C123 1.516, C125 1.494, H137 1.092, H138 1.097
125 C 2.49 3.65 -0.83  C124 1.494, C126 1.539, H139 1.096, H140 1.092
126 C 3.13 4.36 0.38  C125 1.539, N127 1.477, C129 1.537, C130 1.523
127 N 2.00 4.82 1.21  C122 1.489, C126 1.477, O128 1.423
128 O 2.50 5.54 2.33  N127 1.423, H150 0.964
129 C 3.80 3.20 1.13  C126 1.537, H141 1.093, H142 1.089, H143 1.095
130 C 4.15 5.37 -0.10  C126 1.523, H144 1.088, H145 1.101, H146 1.092
131 C -0.32 5.53 1.55  C122 1.540, H147 1.092, H148 1.092, H149 1.095
132 H 1.81 7.24 -0.48  C121 1.097
133 H 1.72 7.44 1.27  C121 1.086
134 H 0.25 7.59 0.12  C121 1.088
135 H -0.31 4.16 -0.52  C123 1.095
136 H -0.17 5.62 -1.32  C123 1.099
137 H 2.01 5.44 -2.08  C124 1.092
138 H 1.19 3.94 -2.47  C124 1.097
139 H 3.30 3.26 -1.46  C125 1.096
140 H 1.87 2.81 -0.51  C125 1.092
141 H 4.19 3.39 2.13  C129 1.093
142 H 3.20 2.30 1.19  C129 1.089
143 H 4.69 2.91 0.55  C129 1.095
144 H 3.84 6.18 -0.76  C130 1.088
145 H 4.54 5.92 0.77  C130 1.101
146 H 5.08 4.90 -0.42  C130 1.092
147 H -1.23 5.93 1.11  C131 1.092
148 H -0.11 6.08 2.47  C131 1.092
149 H -0.58 4.51 1.84  C131 1.095
150 H 2.16 5.04 3.07  O128 0.964
151 C -1.45 1.97 -6.59  C152 1.527, H162 1.094, H163 1.094, H164 1.088
152 C -2.61 2.77 -5.98  C151 1.527, C153 1.534, N157 1.472, C161 1.539
153 C -3.04 2.00 -4.73  C152 1.534, C154 1.515, H165 1.094, H166 1.094
154 C -3.57 2.87 -3.62  C153 1.515, C155 1.531, H167 1.093, H168 1.099
155 C -2.69 4.08 -3.32  C154 1.531, C156 1.545, H169 1.094, H170 1.089
156 C -2.59 5.00 -4.56  C155 1.545, N157 1.481, C159 1.518, C160 1.538
157 N -2.13 4.13 -5.66  C152 1.472, C156 1.481, O158 1.400
158 O -1.66 4.81 -6.79  N157 1.400, H180 0.965
159 C -3.88 5.73 -4.91  C156 1.518, H171 1.088, H172 1.093, H173 1.093
160 C -1.44 5.97 -4.21  C156 1.538, H174 1.091, H175 1.089, H176 1.090
161 C -3.83 2.88 -6.91  C152 1.539, H177 1.093, H178 1.090, H179 1.094
162 H -0.65 1.96 -5.84  C151 1.094
163 H -1.01 2.47 -7.45  C151 1.094
164 H -1.71 0.95 -6.87  C151 1.088
165 H -3.87 1.34 -4.98  C153 1.094
166 H -2.29 1.35 -4.27  C153 1.094
167 H -3.75 2.28 -2.71  C154 1.093
168 H -4.58 3.24 -3.85  C154 1.099
169 H -1.70 3.65 -3.16  C155 1.094
170 H -3.08 4.67 -2.49  C155 1.089
171 H -4.67 5.09 -5.30  C159 1.088
172 H -4.29 6.28 -4.06  C159 1.093
173 H -3.63 6.43 -5.71  C159 1.093
174 H -0.54 5.36 -4.13  C160 1.091
175 H -1.31 6.72 -4.99  C160 1.089
176 H -1.68 6.35 -3.22  C160 1.090
177 H -3.70 3.68 -7.64  C161 1.093
178 H -4.74 3.09 -6.34  C161 1.090
179 H -3.99 1.99 -7.52  C161 1.094
180 H -0.69 4.77 -6.72  O158 0.965
181 C 1.10 -2.35 0.13  C182 1.538, H192 1.092, H193 1.093, H194 1.088
182 C -0.08 -1.84 0.97  C181 1.538, C183 1.539, N187 1.470, C191 1.537
183 C 0.51 -1.06 2.15  C182 1.539, C184 1.533, H195 1.091, H196 1.093
184 C 0.86 0.39 1.79  C183 1.533, C185 1.563, H197 1.091, H198 1.092
185 C -0.26 1.08 0.94  C184 1.563, C186 1.517, H199 1.093, H200 1.088
186 C -0.68 0.27 -0.27  C185 1.517, N187 1.481, C189 1.558, C190 1.533
187 N -1.09 -1.06 0.24  C182 1.470, C186 1.481, O188 1.416
188 O -1.63 -1.87 -0.79  N187 1.416, H210 0.968
189 C -2.01 0.92 -0.76  C186 1.558, H201 1.089, H202 1.092, H203 1.090
190 C 0.38 0.25 -1.37  C186 1.533, H204 1.087, H205 1.096, H206 1.091
191 C -0.80 -3.07 1.56  C182 1.537, H207 1.094, H208 1.090, H209 1.094
192 H 0.81 -2.85 -0.80  C181 1.092
193 H 1.54 -3.15 0.72  C181 1.093
194 H 1.80 -1.54 -0.06  C181 1.088
195 H -0.16 -1.11 3.02  C183 1.091
196 H 1.46 -1.51 2.43  C183 1.093
197 H 1.83 0.50 1.32  C184 1.091
198 H 0.93 0.95 2.72  C184 1.092
199 H 0.29 1.97 0.64  C185 1.093
200 H -1.08 1.29 1.62  C185 1.088
201 H -2.72 0.95 0.06  C189 1.089
202 H -1.74 1.94 -1.05  C189 1.092
203 H -2.45 0.35 -1.58  C189 1.090
204 H 0.36 -0.70 -1.90  C190 1.087
205 H 0.16 1.07 -2.06  C190 1.096
206 H 1.38 0.53 -1.01  C190 1.091
207 H -1.76 -2.75 1.97  C191 1.094
208 H -0.18 -3.59 2.29  C191 1.090
209 H -1.06 -3.82 0.80  C191 1.094
210 H -2.53 -2.05 -0.47  O188 0.968

Properties
E_LUMO   0.40 eV
Energy above the lowest of the compared OMol25 structures with the same formula, charge and spin   34.3 kcal/mol
Frontier orbital gap   8.449 eV
Charge   0